The following is a quantum chemistry calculation of the molecule C20H24N2O3S, from the OMol25 dataset.

The SMILES is O=C(CCS(=O)(=O)Cc1ccccc1)N1CCN(c2ccccc2)CC1. The total energy comes out at -41087.6435 eV. The spin multiplicity is 1. As for the net charge: 0. Its energy above the lowest of the compared OMol25 structures with the same formula, charge and spin is 45.60 kcal per mole.

Last column: Mulliken charge in e.
Element x y z (Å)
O (-1.90742, -1.17266, -1.90389)  -0.70
C (-1.51236, -1.19129, -0.75147)  0.47
C (-2.37484, -1.71396, 0.39044)  -0.56
C (-3.80281, -1.94693, -0.05788)  -1.16
S (-4.92202, -0.74951, 0.74749)  1.14
O (-4.40706, -0.46648, 2.06453)  -0.63
O (-6.26059, -1.26973, 0.66657)  -0.71
C (-4.89595, 0.79425, -0.24533)  -1.36
C (-3.54582, 1.41305, -0.30994)  0.71
C (-2.91382, 1.83372, 0.85691)  -0.26
C (-1.65817, 2.41072, 0.80317)  -0.58
C (-1.02822, 2.59566, -0.41702)  -0.34
C (-1.65339, 2.18570, -1.58173)  -0.62
C (-2.90083, 1.58977, -1.52838)  -0.40
N (-0.27236, -0.78152, -0.41681)  0.66
C (0.27038, -0.79266, 0.92472)  -0.85
C (1.55781, 0.02765, 0.98448)  -1.19
N (2.54263, -0.51564, 0.08210)  0.31
C (3.89263, -0.31476, 0.27223)  0.90
C (4.37482, 0.61715, 1.19775)  -0.44
C (5.73250, 0.78368, 1.39061)  -0.73
C (6.64852, 0.04125, 0.66630)  -0.50
C (6.18351, -0.88142, -0.25525)  -0.64
C (4.82917, -1.06442, -0.44964)  -0.44
C (2.02866, -1.04774, -1.16150)  -0.99
C (0.66659, -0.43430, -1.46586)  -1.13
H (-1.91941, -2.63725, 0.75621)  0.64
H (-2.39142, -1.00587, 1.22085)  0.25
H (-3.90017, -1.80775, -1.13320)  0.45
H (-4.19549, -2.91899, 0.22421)  0.44
H (-5.28035, 0.51367, -1.22152)  0.44
H (-5.61768, 1.42835, 0.26736)  0.45
H (-3.40885, 1.69077, 1.80499)  0.44
H (-1.17559, 2.73064, 1.71545)  0.45
H (-0.05784, 3.07017, -0.45945)  0.49
H (-1.17178, 2.32860, -2.53748)  0.40
H (-3.37679, 1.26367, -2.44036)  0.28
H (-0.44939, -0.35925, 1.62391)  0.49
H (0.48428, -1.82213, 1.24184)  0.29
H (1.94567, -0.02588, 2.00494)  0.70
H (1.32277, 1.07956, 0.76010)  0.31
H (3.69053, 1.23076, 1.76229)  0.35
H (6.07686, 1.51177, 2.11091)  0.36
H (7.70797, 0.17863, 0.81783)  0.38
H (6.88354, -1.47470, -0.82567)  0.36
H (4.49688, -1.81026, -1.15454)  0.38
H (1.92843, -2.14229, -1.10910)  0.24
H (2.71556, -0.80470, -1.97709)  0.73
H (0.75511, 0.65347, -1.55003)  0.20
H (0.26565, -0.82055, -2.40502)  0.53

The following is a quantum chemistry calculation of the molecule C25H36N2O in a non-equilibrium geometry, from the OMol25 dataset.

The SMILES is CC(C)CCN1CCN(CC(c2ccccc2)c2ccccc2)C[C@H]1CCO. The total energy comes out at -31515.6388 eV. The spin multiplicity is 1. As for the net charge: 0. Its energy above the lowest of the compared OMol25 structures with the same formula, charge and spin is 496.55 kcal per mole.

Last column: Mulliken charge in e.
Element x y z (Å)
C (1.13996, 2.50702, 5.08113)  -1.60
C (2.03235, 3.07452, 3.63438)  0.29
C (2.51453, 4.41454, 3.97237)  -1.70
C (3.00217, 1.93841, 3.34225)  -1.34
C (2.49896, 0.74809, 2.75030)  -1.42
N (1.51246, 0.72544, 1.78652)  0.65
C (2.33816, 0.93194, 0.42647)  -1.29
C (1.17316, 1.45598, -0.47373)  -0.86
N (0.05109, 0.62630, -0.71835)  1.86
C (-0.68110, 0.64840, -1.79183)  -2.56
C (-1.74991, -0.44035, -2.06395)  0.62
C (-2.34531, -0.04648, -3.44658)  0.40
C (-1.70849, -0.48612, -4.57488)  0.03
C (-2.31316, -0.52784, -5.77507)  -1.14
C (-3.38214, 0.28603, -6.01121)  -0.66
C (-4.39672, 0.68399, -4.60789)  -0.72
C (-3.59121, 0.42012, -3.47757)  -0.12
C (-0.96961, -1.78579, -1.90241)  -0.04
C (-1.96002, -2.82634, -1.75123)  -0.68
C (-1.45361, -4.03461, -1.58841)  -0.44
C (-0.14203, -4.23614, -1.92442)  -0.24
C (0.86489, -3.36855, -2.21680)  -1.02
C (0.27592, -2.01198, -2.10983)  0.78
C (-0.61052, 0.51998, 0.66268)  -2.60
C (0.31468, -0.10562, 1.78388)  0.38
C (0.83617, -1.53554, 1.39373)  -0.43
C (-0.38203, -2.54628, 2.16537)  -1.64
O (-1.32339, -2.46940, 1.41052)  -0.33
H (0.67557, 1.51628, 4.84968)  0.24
H (0.44107, 3.11966, 5.22676)  0.67
H (1.94716, 2.47343, 5.82898)  0.36
H (1.17512, 3.01448, 3.14203)  0.56
H (3.18812, 4.46999, 4.82338)  0.28
H (3.12384, 4.61593, 2.95716)  0.25
H (1.89128, 5.02881, 4.19966)  0.66
H (3.68292, 2.17750, 2.72702)  0.86
H (3.81388, 1.63933, 4.31285)  0.26
H (3.16420, -0.09467, 2.61491)  0.43
H (1.90427, 0.08534, 3.60992)  0.53
H (2.33430, -0.07487, 0.19492)  0.55
H (3.07131, 1.68607, 0.46741)  0.47
H (0.91139, 2.44456, -0.23847)  0.38
H (1.74601, 1.33239, -1.53492)  0.23
H (-1.19498, 1.71961, -1.69467)  0.23
H (-0.04377, 0.96533, -2.70777)  0.53
H (-2.70740, -0.44636, -1.21248)  0.48
H (-0.77438, -0.90712, -4.51326)  0.51
H (-1.76112, -0.55998, -6.63646)  0.36
H (-4.09915, 0.47274, -6.61603)  0.55
H (-5.31836, 1.23734, -4.81367)  0.39
H (-4.11562, 0.68027, -2.43380)  0.09
H (-3.09660, -2.64039, -1.42894)  0.17
H (-2.12536, -4.87698, -1.24673)  0.35
H (0.39478, -5.44968, -1.90383)  0.01
H (1.85943, -3.48416, -2.42476)  0.61
H (0.92682, -1.23117, -2.57301)  0.33
H (-0.88165, 1.32622, 0.80885)  1.49
H (-1.48445, -0.19254, 0.54410)  0.28
H (-0.18189, 0.05519, 2.76357)  0.53
H (0.69646, -1.75078, 0.52560)  -0.20
H (1.68581, -1.89697, 1.88597)  0.73
H (0.02913, -3.37945, 1.73008)  0.63
H (-0.26015, -2.56282, 3.10837)  0.71
H (-2.16325, -3.07225, 1.68215)  0.29

The following is a quantum chemistry calculation of a structure of composition C27H39ClInN3O6 in a non-equilibrium geometry, from the OMol25 dataset.

The total energy comes out at -63081.4435 eV. The spin multiplicity is 1. As for the net charge: 0.

Last column: Mulliken charge in e.
Element x y z (Å)
O (-0.44498, -0.20486, -3.24807)  -0.47
C (-0.93431, -1.27358, -2.95752)  -0.38
C (-2.36823, -1.52811, -2.49398)  0.66
C (-3.09162, -0.75577, -1.58196)  0.49
H (-2.55392, -0.28002, -0.76741)  0.42
C (-4.47266, -0.63491, -1.74414)  -0.83
H (-5.00109, 0.04741, -1.08589)  0.50
C (-5.11975, -1.35875, -2.75147)  -0.54
H (-6.19230, -1.22148, -2.89192)  0.37
C (-4.39966, -2.21652, -3.58011)  -0.62
H (-4.90761, -2.80021, -4.33613)  0.40
C (-3.02647, -2.30583, -3.45745)  -0.55
H (-2.41870, -2.95167, -4.11424)  0.37
H (-0.46526, -2.34306, -3.03997)  -0.02
C (0.99195, -3.37341, -1.37064)  -1.31
C (-0.04574, -2.68674, -0.50794)  1.15
H (0.45577, -4.36406, -1.41741)  0.65
H (2.00511, -3.53869, -0.92580)  0.14
H (1.07291, -3.01927, -2.43353)  0.23
C (-1.25843, -3.23513, -0.26592)  -0.93
C (-1.30004, -4.67852, 0.19789)  -1.74
H (-2.28042, -2.85523, -0.41256)  0.30
H (-1.92964, -5.26603, -0.47461)  0.41
H (-1.77790, -4.71690, 1.18030)  0.38
H (-0.28993, -5.16259, 0.30330)  0.35
In (0.53164, -1.44750, 0.95317)  2.25
Cl (0.58979, -3.13142, 2.75719)  -0.50
C (1.31415, -0.00923, 3.09864)  -0.23
O (1.71171, -0.05759, 1.89247)  -0.70
N (1.92727, 0.62907, 4.05490)  0.60
C (3.22563, 1.28898, 3.88863)  -0.96
C (1.39788, 0.57211, 5.43245)  -0.94
H (0.41409, -0.58137, 3.41632)  0.34
H (3.53041, 1.28350, 2.84741)  0.24
H (3.97755, 0.78345, 4.50873)  0.34
H (3.16991, 2.32399, 4.24939)  0.35
H (0.40201, 0.11122, 5.37162)  0.27
H (1.31253, 1.58719, 5.84268)  0.32
H (2.06574, -0.04380, 6.05758)  0.34
H (-2.33107, 3.23592, -3.43976)  0.34
H (-1.64490, 4.52447, -1.42599)  0.40
C (-2.14484, 2.33291, -2.83787)  -0.96
C (-1.27065, 3.62378, -0.92158)  -1.07
N (-1.05527, 2.57227, -1.89451)  0.44
H (-1.86870, 1.49599, -3.48180)  0.27
C (0.20379, 2.12713, -2.09948)  -0.32
O (1.15587, 2.24189, -1.34377)  -0.63
H (-0.32287, 3.83820, -0.42993)  0.30
H (0.27185, 1.55272, -3.03765)  0.77
H (-3.06173, 2.09027, -2.28468)  0.32
H (-2.01981, 3.29841, -0.18970)  0.24
H (5.76241, -0.76709, -1.39001)  0.32
H (4.97984, 0.51791, -3.57962)  0.34
C (4.95156, -1.46180, -1.64922)  -0.98
C (4.16406, -0.20877, -3.62162)  -0.97
N (3.85243, -0.74728, -2.29647)  0.25
H (4.57703, -1.95380, -0.73759)  0.26
C (2.66970, -0.52073, -1.72940)  0.69
O (2.35154, -0.98230, -0.58982)  -0.94
H (3.27718, 0.28942, -4.02845)  0.27
H (1.96912, 0.10427, -2.30722)  -0.23
H (5.36338, -2.20297, -2.34382)  0.33
H (4.46937, -1.00029, -4.31106)  0.34
O (-2.72927, 0.50344, 1.61648)  -0.72
C (-1.55862, 0.81978, 1.52973)  -0.19
O (-0.72460, 0.26668, 0.67301)  -0.35
C (-1.02912, 1.94702, 2.40814)  0.34
C (0.11103, 2.69063, 2.09998)  0.43
C (0.62377, 3.63660, 3.00286)  -0.93
C (-0.04094, 3.86614, 4.22267)  -0.56
C (-1.20412, 3.15784, 4.50769)  -0.49
C (-1.70960, 2.22732, 3.60407)  -0.75
H (0.60784, 2.52074, 1.13539)  0.52
H (1.52234, 4.17068, 2.76419)  0.55
H (0.37040, 4.58454, 4.92755)  0.40
H (-1.72196, 3.33237, 5.45807)  0.38
H (-2.63382, 1.69099, 3.82719)  0.45

The following is a quantum chemistry calculation of a cluster of 2 separate species, C3H7FO2 in total in a non-equilibrium geometry, from the OMol25 dataset.

The total energy comes out at -10032.4906 eV. The spin multiplicity is 1. As for the net charge: 0. Its energy above the lowest of the compared OMol25 structures with the same formula, charge and spin is 88.24 kcal per mole.

Last column: Mulliken charge in e.
Element x y z (Å)
C (1.51816, -0.78335, 0.07802)  -0.85
C (0.78887, 0.26977, -0.67875)  -0.17
C (-1.75948, -0.29481, 0.44693)  0.07
O (1.01751, 1.64057, -0.59252)  -0.48
O (-2.15896, 0.98587, 0.46179)  -0.46
F (-2.37686, -1.07410, -0.56759)  -0.28
H (1.58622, -1.77178, -0.42951)  0.30
H (1.21381, -0.96709, 1.18695)  0.21
H (2.67986, -0.54937, 0.09870)  0.29
H (0.20320, -0.13397, -1.53500)  0.42
H (-1.69955, -0.60550, 1.49488)  0.27
H (1.03721, 1.78939, 0.33821)  0.32
H (-2.04999, 1.49437, -0.30211)  0.35